[1]
{"formula": "C32H24Cl68N3O4S", "method": "ωB97M-V/def2-TZVPD", "lumo_energy_ev": -3.48, "charge": 1, "energy_ev": -908580.5490, "e_above_lowest_kj_mol": 0.0, "species": ["C", "C", "C", "C", "C", "C", "N", "N", "C", "C", "C", "C", "C", "C", "S", "O", "O", "O", "C", "C", "N", "C", "O", "H", "H", "H", "H", "H", "H", "H", "H", "H", "H", "H", "H", "H", "H", "H", "H", "H", "H", "H", "H", "H", "H", "H", "H", "C", "Cl", "Cl", "Cl", "Cl", "C", "Cl", "Cl", "Cl", "Cl", "C", "Cl", "Cl", "Cl", "Cl", "C", "Cl", "Cl", "Cl", "Cl", "C", "Cl", "Cl", "Cl", "Cl", "C", "Cl", "Cl", "Cl", "Cl", "C", "Cl", "Cl", "Cl", "Cl", "C", "Cl", "Cl", "Cl", "Cl", "C", "Cl", "Cl", "Cl", "Cl", "C", "Cl", "Cl", "Cl", "Cl", "C", "Cl", "Cl", "Cl", "Cl", "C", "Cl", "Cl", "Cl", "Cl", "C", "Cl", "Cl", "Cl", "Cl", "C", "Cl", "Cl", "Cl", "Cl", "C", "Cl", "Cl", "Cl", "Cl", "C", "Cl", "Cl", "Cl", "Cl", "C", "Cl", "Cl", "Cl", "Cl"], "coordinates": [[3.009, -2.875, 0.367], [3.480, -1.507, -0.143], [2.323, -0.578, -0.550], [2.924, 0.698, -1.165], [2.028, 1.961, -1.182], [0.898, 1.971, -0.183], [-0.291, 1.174, -0.605], [-0.241, 0.635, -1.820], [-1.328, -0.018, -2.144], [-2.467, -0.220, -1.336], [-3.602, -1.011, -1.892], [-3.235, -2.506, -2.113], [-3.728, -3.421, -0.982], [-2.621, -3.892, -0.029], [-2.425, -2.772, 1.337], [-1.235, -1.972, 1.182], [-3.616, -1.984, 1.495], [-2.249, -3.715, 2.585], [-2.466, 0.340, -0.088], [-1.318, 1.069, 0.230], [-1.194, 1.740, 1.438], [-1.466, 1.138, 2.470], [-1.974, 0.523, 3.299], [1.998, -2.834, 0.769], [3.092, -3.614, -0.431], [3.698, -3.213, 1.141], [3.947, -0.999, 0.711], [4.256, -1.556, -0.906], [1.753, -0.423, 0.367], [1.742, -1.132, -1.291], [3.894, 0.881, -0.701], [3.154, 0.457, -2.204], [1.721, 2.194, -2.198], [2.662, 2.805, -0.899], [0.576, 2.981, 0.064], [1.265, 1.554, 0.754], [-1.341, -0.451, -3.147], [-4.421, -0.959, -1.176], [-3.919, -0.605, -2.851], [-3.762, -2.828, -3.009], [-2.163, -2.617, -2.283], [-4.531, -2.943, -0.427], [-4.171, -4.313, -1.423], [-2.934, -4.847, 0.400], [-1.662, -4.067, -0.509], [-2.110, -3.161, 3.372], [-3.292, 0.231, 0.598], [-5.378, -4.927, -4.632], [-3.640, -5.084, -4.924], [-5.725, -5.337, -2.941], [-5.876, -3.258, -4.943], [-6.259, -6.015, -5.694], [-1.752, -1.067, -6.805], [-0.065, -1.409, -7.178], [-2.028, -1.318, -5.060], [-2.134, 0.592, -7.257], [-2.795, -2.173, -7.698], [7.357, -0.901, 1.417], [7.189, -1.838, -0.071], [9.015, -0.328, 1.576], [6.250, 0.490, 1.363], [6.943, -1.911, 2.804], [-4.516, 3.441, -4.141], [-2.989, 2.809, -3.490], [-5.847, 2.949, -3.094], [-4.421, 5.205, -4.214], [-4.765, 2.802, -5.764], [-4.913, -0.686, 5.667], [-4.833, -1.812, 7.024], [-6.435, -0.906, 4.797], [-4.813, 0.971, 6.271], [-3.560, -0.975, 4.564], [-1.874, 5.171, 4.422], [-1.544, 3.854, 3.274], [-1.380, 4.669, 6.040], [-0.965, 6.599, 3.936], [-3.600, 5.528, 4.411], [-4.211, 2.667, -10.069], [-4.790, 4.204, -10.708], [-5.190, 2.203, -8.670], [-4.305, 1.431, -11.320], [-2.536, 2.827, -9.521], [-3.578, -2.792, 11.051], [-4.326, -3.470, 9.595], [-4.737, -2.842, 12.377], [-2.146, -3.734, 11.471], [-3.119, -1.118, 10.733], [-4.094, 2.777, 12.068], [-2.626, 3.576, 12.636], [-4.252, 1.205, 12.852], [-5.497, 3.776, 12.452], [-3.998, 2.545, 10.314], [2.116, -0.368, 4.356], [0.389, -0.043, 4.108], [2.739, 0.701, 5.611], [2.327, -2.048, 4.844], [2.990, -0.079, 2.846], [-9.009, 5.946, -2.849], [-7.372, 5.669, -3.459], [-8.981, 5.943, -1.082], [-9.602, 7.504, -3.427], [-10.072, 4.657, -3.423], [9.057, 2.850, -1.671], [8.607, 4.490, -2.145], [7.861, 2.206, -0.538], [9.116, 1.817, -3.101], [10.640, 2.881, -0.880], [-8.984, -2.821, 12.600], [-8.899, -3.892, 14.001], [-10.512, -3.080, 11.750], [-8.886, -1.140, 13.136], [-7.631, -3.166, 11.518], [12.840, 3.402, -4.978], [14.560, 3.084, -5.210], [12.390, 3.050, -3.304], [12.498, 5.098, -5.331], [11.898, 2.373, -6.064], [11.126, -3.662, 2.099], [12.169, -2.798, 0.966], [11.948, -5.115, 2.671], [10.758, -2.613, 3.473], [9.626, -4.119, 1.286], [-7.760, -0.741, -11.011], [-6.339, -1.457, -10.234], [-9.213, -1.227, -10.134], [-7.618, 1.019, -10.987], [-7.862, -1.302, -12.680], [17.839, 0.653, -4.513], [17.360, 0.353, -6.187], [16.444, 0.422, -3.455], [19.122, -0.470, -4.055], [18.423, 2.313, -4.357]]}

---

[2]
{"formula": "C8H24B2O28", "method": "ωB97M-V/def2-TZVPD", "lumo_energy_ev": 3.83, "charge": -2, "energy_ev": -67383.4856, "e_above_lowest_kj_mol": 211.6, "species": ["O", "C", "O", "B", "O", "C", "O", "O", "C", "O", "C", "O", "O", "O", "C", "O", "B", "O", "C", "O", "O", "C", "O", "C", "O", "O", "O", "H", "H", "O", "H", "H", "O", "H", "H", "O", "H", "H", "O", "H", "H", "O", "H", "H", "O", "H", "H", "O", "H", "H", "O", "H", "H", "O", "H", "H", "O", "H", "H", "O", "H", "H"], "coordinates": [[1.370, -0.511, 3.420], [0.730, 0.552, 3.439], [-0.073, 1.013, 2.485], [-0.586, 2.305, 2.916], [0.083, 2.615, 4.211], [0.838, 1.588, 4.600], [1.474, 1.556, 5.640], [-2.063, 2.213, 3.103], [-2.632, 2.930, 2.170], [-3.830, 3.065, 1.925], [-1.515, 3.716, 1.374], [-0.371, 3.380, 1.859], [-1.677, 4.486, 0.448], [-1.275, -3.152, 0.280], [-0.714, -2.245, -0.331], [-0.766, -0.991, -0.100], [0.101, -0.222, -0.980], [0.583, -1.179, -2.016], [0.172, -2.393, -1.598], [0.302, -3.444, -2.211], [-0.529, 0.918, -1.635], [0.020, 2.061, -1.307], [-0.352, 3.155, -1.765], [1.316, 1.648, -0.493], [1.355, 0.327, -0.404], [2.154, 2.418, 0.028], [-4.171, -2.410, 0.681], [-3.888, -1.716, 0.079], [-3.389, -2.948, 0.816], [-2.903, -5.516, 1.574], [-3.453, -6.293, 1.466], [-2.309, -5.536, 0.820], [0.260, 4.908, -3.971], [1.213, 4.922, -4.070], [0.117, 4.690, -3.046], [2.912, -3.086, -3.839], [3.704, -3.596, -3.659], [2.491, -2.984, -2.982], [1.708, -5.783, -4.163], [1.655, -6.503, -4.795], [0.895, -5.289, -4.288], [2.509, -3.979, 0.739], [3.067, -3.466, 1.327], [1.724, -3.441, 0.625], [4.203, 4.294, 0.074], [3.499, 3.641, 0.123], [3.812, 5.092, 0.435], [3.467, 0.084, 1.823], [2.638, 0.555, 1.911], [3.765, 0.289, 0.935], [-1.197, -6.051, -0.989], [-1.494, -6.258, -1.877], [-1.198, -5.090, -0.953], [-3.368, 0.140, 0.356], [-3.435, 1.062, 0.096], [-2.444, -0.083, 0.203], [-3.408, 2.702, -1.651], [-2.545, 3.114, -1.566], [-3.646, 2.832, -2.571], [1.962, 5.338, 1.474], [1.718, 5.982, 2.140], [1.411, 4.574, 1.663]]}

---

[3]
{"formula": "C25H29IrN2O3P2S4", "method": "ωB97M-V/def2-TZVPD", "lumo_energy_ev": [2.50, 0.86], "charge": -1, "energy_ev": -100279.6901, "multiplicity": 6, "e_above_lowest_kj_mol": 0.0, "species": ["Ir", "C", "C", "O", "P", "S", "S", "O", "C", "C", "H", "H", "H", "H", "H", "H", "H", "H", "H", "H", "C", "C", "N", "O", "H", "H", "H", "H", "H", "S", "P", "S", "C", "C", "C", "C", "C", "C", "C", "C", "C", "C", "C", "C", "H", "H", "H", "H", "H", "H", "H", "H", "H", "H", "N", "C", "C", "C", "C", "C", "C", "C", "H", "H", "H", "H"], "coordinates": [[0.410, -0.260, -0.126], [-4.839, 0.275, -2.610], [-4.395, 0.790, -1.260], [-4.423, -0.294, -0.313], [-3.108, -0.656, 0.523], [-3.438, -2.067, 1.802], [-1.681, -1.035, -0.913], [-2.799, 0.770, 1.181], [-2.051, 0.916, 2.398], [-2.986, 1.284, 3.529], [-4.878, 1.094, -3.330], [-5.828, -0.179, -2.541], [-4.135, -0.474, -2.970], [-5.070, 1.558, -0.878], [-3.392, 1.214, -1.318], [-1.323, 1.703, 2.201], [-1.519, -0.010, 2.621], [-3.532, 2.198, 3.292], [-2.416, 1.445, 4.446], [-3.700, 0.478, 3.695], [1.525, 3.594, -0.897], [0.901, 2.699, 0.132], [1.502, 2.623, 1.328], [-0.124, 2.050, -0.133], [2.170, 4.350, -0.456], [0.741, 4.045, -1.499], [2.129, 2.954, -1.547], [2.489, 2.857, 1.382], [1.196, 1.864, 1.924], [4.778, 2.161, 0.822], [4.140, 0.662, -0.340], [1.804, -0.200, -1.867], [4.662, -0.943, 0.379], [3.977, -2.124, 0.111], [4.349, -3.307, 0.735], [5.402, -3.320, 1.636], [6.092, -2.145, 1.905], [5.724, -0.962, 1.283], [5.019, 0.738, -1.939], [5.108, -0.394, -2.747], [5.723, -0.323, -3.986], [6.245, 0.883, -4.438], [6.152, 2.014, -3.641], [5.543, 1.943, -2.396], [3.126, -2.110, -0.558], [3.791, -4.214, 0.534], [5.677, -4.239, 2.139], [6.912, -2.147, 2.613], [6.237, -0.038, 1.517], [4.690, -1.333, -2.406], [5.790, -1.210, -4.604], [6.723, 0.938, -5.409], [6.558, 2.956, -3.987], [5.485, 2.817, -1.760], [3.054, -3.674, 6.001], [2.632, -3.101, 5.096], [2.109, -2.388, 3.964], [2.720, -1.212, 3.535], [2.223, -0.546, 2.428], [1.118, -1.020, 1.705], [0.512, -2.198, 2.176], [0.993, -2.874, 3.285], [3.592, -0.833, 4.054], [2.751, 0.348, 2.112], [-0.365, -2.592, 1.674], [0.508, -3.780, 3.627]]}

---

[4]
{"formula": "C11H6Cl2NO3RuS5", "method": "ωB97M-V/def2-TZVPD", "lumo_energy_ev": [-0.35, -2.15], "energy_ev": -100941.7256, "multiplicity": 2, "e_above_lowest_kj_mol": 6.6, "species": ["Ru", "O", "C", "S", "C", "C", "S", "S", "S", "Cl", "C", "C", "C", "C", "N", "C", "H", "H", "H", "H", "S", "C", "Cl", "C", "C", "O", "O", "H", "H"], "coordinates": [[-0.265, -0.192, 0.391], [4.827, 4.360, -0.178], [3.951, 3.552, -0.110], [2.223, 3.960, -0.221], [1.617, 2.331, -0.059], [2.561, 1.317, 0.093], [2.177, -0.319, 0.234], [4.233, 1.808, 0.106], [-0.046, 2.062, -0.133], [-1.140, 2.823, 5.129], [-0.470, 1.414, 4.393], [0.163, 0.448, 5.153], [0.670, -0.662, 4.501], [0.534, -0.765, 3.130], [-0.072, 0.185, 2.403], [-0.573, 1.257, 3.023], [0.248, 0.565, 6.225], [1.167, -1.450, 5.047], [0.896, -1.623, 2.582], [-1.057, 2.001, 2.408], [-3.603, 0.162, 0.499], [-2.074, -0.005, 0.452], [-1.844, -4.718, -0.704], [-0.526, -3.749, -1.403], [-0.454, -2.388, -0.762], [-0.475, -1.352, -1.474], [-0.340, -2.277, 0.496], [-0.700, -3.639, -2.468], [0.407, -4.280, -1.226]]}

---

[5]
{"formula": "C20H21ClN2O3S", "method": "ωB97M-V/def2-TZVPD", "lumo_energy_ev": 0.57, "energy_ev": -53562.1113, "smiles": "C[C@@H]1Cc2ccccc2N1C(=O)[C@H]1CCCN1S(=O)(=O)c1ccc(Cl)cc1", "e_above_lowest_kj_mol": 28.3, "species": ["C", "C", "C", "C", "C", "C", "C", "C", "C", "N", "C", "O", "C", "C", "C", "C", "N", "S", "O", "O", "C", "C", "C", "C", "Cl", "C", "C", "H", "H", "H", "H", "H", "H", "H", "H", "H", "H", "H", "H", "H", "H", "H", "H", "H", "H", "H", "H", "H"], "coordinates": [[2.977, 1.272, 2.405], [1.659, 1.485, 1.661], [0.586, 2.068, 2.600], [-0.283, 0.888, 2.909], [-1.305, 0.768, 3.824], [-1.985, -0.441, 3.912], [-1.635, -1.501, 3.093], [-0.608, -1.389, 2.167], [0.061, -0.181, 2.081], [1.117, 0.188, 1.231], [1.506, -0.529, 0.156], [0.996, -1.599, -0.143], [2.584, 0.048, -0.768], [3.650, -1.019, -1.090], [3.694, -1.073, -2.620], [2.255, -0.730, -2.992], [1.959, 0.327, -2.051], [0.641, 1.302, -2.154], [0.429, 1.557, -3.547], [0.900, 2.408, -1.272], [-0.782, 0.422, -1.505], [-1.431, 0.944, -0.404], [-2.495, 0.261, 0.157], [-2.883, -0.948, -0.401], [-4.174, -1.827, 0.320], [-2.252, -1.459, -1.526], [-1.196, -0.761, -2.084], [2.805, 0.668, 3.294], [3.393, 2.231, 2.705], [3.705, 0.759, 1.781], [1.795, 2.130, 0.790], [1.031, 2.498, 3.497], [0.009, 2.851, 2.103], [-1.571, 1.598, 4.460], [-2.789, -0.552, 4.623], [-2.170, -2.435, 3.172], [-0.345, -2.213, 1.528], [3.019, 0.976, -0.398], [3.313, -1.980, -0.699], [4.615, -0.773, -0.651], [4.367, -0.308, -3.009], [4.003, -2.047, -2.993], [1.607, -1.601, -2.830], [2.124, -0.348, -4.003], [-1.089, 1.883, 0.000], [-3.006, 0.649, 1.024], [-2.579, -2.395, -1.950], [-0.697, -1.128, -2.966]]}

---

[6]
{"formula": "C5H12OSi", "method": "ωB97M-V/def2-TZVPD", "lumo_energy_ev": 0.69, "energy_ev": -15303.0515, "e_above_lowest_kj_mol": 217.3, "species": ["C", "C", "C", "C", "C", "O", "Si", "H", "H", "H", "H", "H", "H", "H", "H", "H", "H", "H", "H"], "coordinates": [[-2.824, -1.601, 0.054], [-1.632, -1.309, -0.308], [1.723, 0.047, -0.959], [1.140, 1.100, 1.203], [0.790, 1.094, -0.222], [-2.034, 1.050, 0.901], [-1.119, 0.520, -0.386], [-3.358, -2.548, 0.107], [-3.319, -0.760, 0.471], [-0.894, -1.928, -0.834], [2.801, 0.024, -0.560], [1.369, -0.943, -0.972], [1.997, 0.197, -1.967], [0.407, 1.771, 1.783], [2.186, 1.433, 1.323], [1.080, -0.012, 1.654], [0.847, 2.076, -0.684], [-2.364, 1.916, 1.054], [-1.840, 1.452, -1.994]]}